# 1
Formula: C9H14
Source: OMol25
Level of theory: the ωB97M-V functional and the def2-TZVPD basis

Results
* SMILES string: Cc1ccccc1.CC
* orbital gap: 10.0 eV
* spin multiplicity: 1
* lowest unoccupied orbital energy: 0.0381 hartree
* energy relative to the best compared isomer or geometry (same formula, charge and spin): 53.8 kJ/mol
* HOMO: -9.0 eV
* energy: -9559.62353 eV

XYZ file:
```
23
C9H14, DFT the ωB97M-V functional and the def2-TZVPD basis
H -1.491 1.517 -1.500
C 1.298 0.676 0.149
H 0.426 2.223 -3.043
H -1.938 2.244 -3.090
H -1.269 0.663 1.048
H -0.840 -2.580 3.767
H -0.184 1.290 -4.275
H 0.450 0.339 -2.891
C -1.137 -1.069 2.401
H -2.176 -0.965 2.707
C -0.035 1.254 -3.188
H 0.566 1.349 -0.317
H 2.445 -1.429 1.170
H 1.718 0.163 -0.723
C -1.464 1.409 -2.579
C 0.625 -0.304 1.038
H 1.602 -2.981 2.911
H -2.032 0.506 -2.816
C 1.439 -1.327 1.554
H 2.014 1.330 0.642
C -0.685 -0.147 1.455
C 0.992 -2.165 2.561
C -0.324 -1.999 3.020
```

These are the natural (NBO) partial charges, in e, on atoms 1 to 5: 0.195 -0.636 0.206 0.202 0.213

---

# 2
Formula: C45H40HgN6O2PS2
Source: OMol25
Level of theory: the ωB97M-V functional and the def2-TZVPD basis

Results
* orbital gap: 7.1 eV
* net charge: -1
* spin multiplicity: 1
* lowest unoccupied orbital energy: 0.0836 hartree
* energy relative to the best compared isomer or geometry (same formula, charge and spin): 0.0 kJ/mol
* HOMO: -4.8 eV
* energy: -95481.01596 eV

XYZ file:
```
97
C45H40HgN6O2PS2, DFT the ωB97M-V functional and the def2-TZVPD basis
C 10.736 5.890 12.484
C 9.129 12.701 10.144
C 13.632 14.083 8.805
H 15.978 12.448 10.750
C 13.717 12.029 7.530
H 15.520 9.026 14.187
H 5.497 11.093 7.710
H 12.701 14.327 8.310
H 5.359 10.059 9.154
C 16.367 12.288 7.199
H 11.201 3.887 13.240
H 14.358 6.768 13.756
H 9.816 5.651 12.120
H 12.908 18.016 11.564
C 7.454 12.198 16.470
P 12.807 9.263 12.647
C 14.677 9.294 14.849
N 13.380 15.536 10.528
C 8.690 11.562 18.413
H 14.025 9.614 18.211
C 5.456 10.030 8.103
C 12.824 5.260 13.495
H 8.910 11.114 7.044
H 11.086 13.894 14.704
C 12.199 17.620 12.250
O 10.951 12.871 16.034
C 7.812 10.701 10.268
H 6.613 11.296 18.251
H 7.203 9.984 10.888
N 9.763 12.442 16.542
C 11.521 18.466 13.109
C 14.341 9.556 11.700
H 4.716 9.283 7.637
C 14.552 10.951 11.455
C 11.334 7.137 12.309
N 14.109 14.576 9.862
H 10.814 13.415 11.077
C 15.798 11.104 6.865
C 14.380 13.191 7.947
H 13.398 4.474 13.919
C 14.883 9.327 16.245
H 8.137 12.047 11.916
H 8.706 11.158 19.448
C 12.384 10.113 15.267
H 13.805 11.698 11.668
C 12.452 13.605 13.314
C 14.393 10.964 6.938
C 10.828 17.965 14.237
H 17.347 8.342 10.606
H 16.406 10.289 6.475
H 12.615 12.011 7.550
N 11.681 14.440 14.011
C 8.409 11.769 10.888
H 11.606 19.524 12.902
C 12.596 10.124 16.637
C 10.960 16.619 14.516
C 13.368 6.553 13.418
C 9.809 13.794 10.912
H 10.526 16.185 15.390
C 7.548 11.627 17.739
H 10.766 7.866 11.741
C 11.647 15.747 13.672
H 9.342 13.925 11.910
H 10.693 12.111 18.247
H 9.880 14.783 10.365
C 12.570 7.521 12.820
H 11.502 10.606 14.803
H 17.758 10.777 10.282
C 16.807 10.432 10.722
C 8.629 12.695 15.866
Hg 11.688 9.617 8.909
C 11.515 4.972 13.113
C 15.772 11.380 10.933
C 9.812 11.967 17.792
H 6.514 12.271 15.959
C 9.307 12.474 8.796
H 17.430 12.330 7.089
C 8.814 11.315 8.219
C 15.309 8.601 11.381
O 6.850 7.926 8.929
H 15.230 7.549 11.705
H 9.975 13.155 8.224
S 8.579 13.473 14.325
C 13.892 9.744 17.142
C 7.965 10.419 8.913
H 11.912 10.534 17.333
H 15.907 9.152 16.658
H 13.820 10.040 6.788
N 15.708 13.294 7.735
N 13.097 13.939 12.217
C 12.252 16.228 12.545
C 16.546 9.092 10.859
C 13.008 15.218 11.724
C 13.405 9.635 14.372
H 12.421 12.596 13.606
S 7.068 9.094 8.005
H 10.324 18.690 14.933
```

These are the Mulliken partial charges, in e, on atoms 1 to 5: -0.966 1.216 -0.624 0.425 -0.157

---

# 3
Formula: C4H12N2
Source: OMol25
Level of theory: the ωB97M-V functional and the def2-TZVPD basis

Results
* SMILES string: C=CN.CCN
* orbital gap: 9.1 eV
* spin multiplicity: 1
* lowest unoccupied orbital energy: 0.0345 hartree
* energy relative to the best compared isomer or geometry (same formula, charge and spin): 137.9 kJ/mol
* HOMO: -8.1 eV
* energy: -7321.59915 eV

XYZ file:
```
18
C4H12N2, DFT the ωB97M-V functional and the def2-TZVPD basis
H -1.043 -4.277 -0.883
H -0.065 -1.621 -2.027
C -0.469 -3.492 -1.341
C 1.392 2.008 0.799
H 0.371 1.405 -0.842
H 0.084 3.624 1.588
N 1.119 1.043 -0.266
H 2.081 1.571 1.521
H 0.386 -3.876 -1.892
H -1.869 -0.607 -0.798
H -0.736 2.133 1.067
C -0.626 -2.165 -1.269
H -2.120 -1.976 0.188
H 0.995 0.135 0.134
H 0.043 2.185 2.592
N -1.545 -1.512 -0.488
H 1.850 2.886 0.345
C 0.152 2.536 1.574
```

These are the natural (NBO) partial charges, in e, on atoms 1 to 5: 0.191 0.201 -0.532 -0.220 0.351

---

# 4
Formula: C39H110N6O19
Source: OMol25
Level of theory: the ωB97M-V functional and the def2-TZVPD basis

Results
* orbital gap: 9.6 eV
* spin multiplicity: 1
* lowest unoccupied orbital energy: 0.0151 hartree
* energy relative to the best compared isomer or geometry (same formula, charge and spin): 0.0 kJ/mol
* HOMO: -9.2 eV
* energy: -90062.61429 eV

XYZ file:
```
174
C39H110N6O19, DFT the ωB97M-V functional and the def2-TZVPD basis
H -5.700 -21.013 8.124
C -2.026 -20.644 1.702
H -2.753 -22.094 6.220
H -1.173 -19.971 1.403
H -4.093 -20.515 6.273
H -3.140 -24.226 7.591
O -2.291 -29.525 7.989
C 2.710 -23.712 -2.826
H -3.072 -23.189 9.130
O -6.581 -20.203 4.248
O -2.583 -20.518 7.615
C -0.201 -27.505 -1.322
N -1.352 -22.815 0.685
H 0.740 -29.197 0.540
H -4.602 -23.982 8.566
H -2.931 -27.352 -1.206
C 2.293 -24.252 1.793
H -8.128 -29.735 3.891
C -1.137 -30.512 6.041
H -0.279 -23.174 3.275
H -4.084 -18.409 8.315
H -2.991 -28.941 7.716
O -3.243 -25.215 9.500
H -0.302 -26.124 10.626
O -6.858 -29.115 5.407
H -0.264 -27.097 -3.679
H -5.599 -22.192 1.998
H 3.458 -21.244 -1.414
H -6.432 -24.503 2.484
H -1.659 -29.007 1.747
H 0.888 -27.925 1.714
H -3.266 -25.676 -1.725
O -2.765 -20.319 2.916
H 2.720 -24.595 -2.185
H 3.704 -23.478 -3.242
H -1.612 -26.194 8.649
C -1.308 -29.328 6.982
H 2.274 -19.885 1.288
C -5.385 -27.988 6.971
H 2.074 -23.911 -3.725
H 3.280 -22.794 -0.489
H -4.745 -25.247 0.273
C -0.375 -22.125 2.919
C -2.591 -26.252 3.558
C -7.867 -20.502 4.802
H 0.556 -21.826 2.453
H -0.822 -31.501 6.478
H -0.749 -28.464 -1.425
H -4.178 -18.939 2.164
H -0.615 -25.448 -1.738
H 1.265 -24.552 6.493
H -7.074 -27.161 8.087
H -5.420 -28.926 7.546
C -1.968 -21.532 6.730
H 1.502 -20.629 -2.727
C -1.107 -26.401 -1.929
O -7.066 -22.846 5.027
H -8.627 -19.900 4.253
C -1.824 -25.491 9.408
H -1.830 -24.728 4.954
H -3.686 -29.254 0.313
H -0.680 -25.791 2.840
O -3.870 -26.732 3.179
H -4.650 -20.347 9.420
H -2.357 -22.592 2.479
H -1.888 -24.854 2.010
H -1.394 -20.964 5.994
H 2.527 -23.210 1.594
H 3.226 -19.637 -0.089
C -2.492 -26.389 -1.230
H -0.319 -29.088 7.416
H 2.714 -25.876 4.379
C -3.340 -18.988 2.874
H -0.632 -21.415 3.746
O 0.034 -27.238 0.037
H -2.086 -30.702 5.508
H 1.098 -22.920 -1.627
C -1.369 -26.105 10.740
C 1.279 -25.105 5.558
H -2.764 -20.537 0.945
H -4.334 -23.231 2.535
H -7.899 -20.332 5.869
C -4.631 -19.137 7.736
C -3.535 -24.114 8.625
C 3.656 -24.895 1.576
C -2.780 -25.152 4.611
H -4.741 -29.061 5.212
O -4.276 -29.563 2.283
H -0.405 -26.214 6.279
O 3.443 -26.256 1.754
H 1.525 -19.151 -0.104
N 1.727 -21.477 -3.194
H -4.012 -26.949 7.915
H -6.620 -24.088 0.817
O -0.086 -30.066 5.136
C -5.875 -24.309 1.581
H 0.725 -24.546 4.840
H -3.734 -18.822 3.896
H -2.322 -31.372 2.818
H -6.292 -19.681 9.099
H -1.526 -30.283 0.421
O -5.075 -25.434 1.188
H -1.297 -24.583 9.213
H -6.362 -18.045 7.073
H 1.973 -27.911 0.348
H -8.105 -21.987 3.322
H 2.015 -24.378 2.837
H -1.322 -22.245 7.285
C -1.540 -22.066 1.956
N -1.198 -26.850 -3.317
H -2.551 -18.209 2.739
O 1.813 -21.269 -0.193
C -5.350 -20.118 8.657
O -1.606 -30.861 2.425
C -3.549 -19.796 6.863
H 4.165 -26.868 1.681
H -0.436 -23.341 0.665
H -7.016 -26.602 6.369
H -6.271 -22.501 4.722
C -7.193 -29.148 4.035
H 0.791 -27.467 -1.914
H -0.353 -30.248 4.238
C 2.761 -21.963 -1.012
C 0.599 -26.451 5.850
C 1.971 -22.508 -2.180
H -9.040 -22.450 4.913
H -2.158 -27.123 4.035
H -1.554 -28.485 6.310
H -4.880 -17.693 6.320
C -5.630 -28.478 5.520
H -6.404 -29.493 3.419
H -1.455 -27.821 11.809
C -8.118 -22.017 4.494
H -3.367 -22.890 0.709
H -5.965 -25.926 7.557
O 2.663 -25.269 5.121
H -1.280 -22.117 -0.066
H -2.661 -25.218 12.016
H -1.773 -26.571 1.624
C -2.027 -29.952 1.399
H -5.620 -27.567 4.852
O 1.319 -24.653 0.913
H -1.883 -28.152 10.121
H -3.551 -25.269 5.403
H -7.418 -28.129 3.666
H 0.936 -21.724 -3.782
N -1.680 -25.309 11.947
H -2.991 -27.225 11.144
H -2.453 -26.001 -0.204
H -3.271 -24.292 4.049
H 4.129 -24.618 0.640
C -1.973 -27.474 10.949
H -4.149 -28.615 2.389
H -3.880 -30.970 1.016
H -3.739 -26.947 6.212
H 1.185 -25.630 0.948
H -6.136 -19.781 4.985
H 1.263 -26.991 6.555
C 0.956 -28.136 0.662
O -4.321 -22.742 0.553
H 4.181 -24.451 2.463
O 0.415 -27.239 4.622
N -4.040 -27.469 7.064
N -5.470 -18.480 6.734
C -1.706 -25.839 2.433
H -1.623 -26.160 -3.905
H 0.378 -28.198 4.885
H -4.085 -26.231 2.385
H -1.318 -24.422 11.801
C -5.034 -23.050 1.726
C -6.414 -26.887 7.193
C 2.209 -19.963 0.212
C -3.548 -29.951 1.172
H -3.113 -19.161 6.062
```

These are the Mulliken partial charges, in e, on atoms 1 to 5: 0.216 -1.179 0.102 0.357 -0.006

---

# 5
Formula: C15H33B3O7
Source: OMol25
Level of theory: the ωB97M-V functional and the def2-TZVPD basis

Results
* SMILES string: COCCCCCCCB1OBOB(CCCO)O1.CCOC(C)=O
* orbital gap: 10.1 eV
* spin multiplicity: 1
* lowest unoccupied orbital energy: 0.0163 hartree
* energy relative to the best compared isomer or geometry (same formula, charge and spin): 120.1 kJ/mol
* HOMO: -9.6 eV
* energy: -32458.65072 eV

XYZ file:
```
58
C15H33B3O7, DFT the ωB97M-V functional and the def2-TZVPD basis
H 4.650 0.276 0.425
H 0.314 4.449 0.530
H -3.467 4.400 0.980
H 0.961 0.655 -2.629
C -3.834 -4.259 -3.193
C 0.203 0.259 -1.949
C -1.449 -5.086 -1.192
H -0.496 -0.350 -2.521
H -3.299 -4.241 -4.142
H -0.522 4.889 -1.790
O 2.167 -1.968 1.181
C -2.169 -4.081 -0.324
H -1.443 2.804 2.918
H -3.412 6.006 1.699
H 4.901 -1.440 0.168
H -3.778 -6.403 -3.027
C -0.536 1.453 -1.276
C -3.506 -5.529 -2.437
H -1.863 3.772 -1.481
H 6.128 -2.497 2.913
H -2.884 2.948 3.939
C -1.600 5.467 0.693
C -0.730 4.276 0.259
H -1.925 -3.084 -0.695
O -2.099 -5.681 -2.218
O 0.377 -1.754 -0.338
H -1.772 -4.169 0.684
H -3.552 -3.370 -2.628
H 6.689 -1.650 1.477
O -0.288 -5.339 -1.031
H 4.082 -1.479 2.806
H -3.059 2.685 2.190
O 2.129 -0.138 -0.322
H 4.844 0.095 2.753
C 4.820 -0.883 2.266
C 6.210 -1.513 2.454
H -1.603 1.419 -1.512
O 7.063 -0.772 3.319
C -0.816 3.992 -1.239
H -0.470 1.364 -0.186
O -2.510 4.591 2.809
B 0.924 -0.586 -0.854
B 1.194 -2.574 0.413
H -1.034 3.378 0.799
C -2.822 5.103 1.526
H -1.962 5.987 -0.201
H -4.904 -4.210 -3.396
H 7.303 0.055 2.875
B 2.849 -0.932 0.558
H -3.249 -4.193 -0.292
H 0.200 2.829 -2.758
C 0.044 2.809 -1.676
C -2.466 3.189 2.961
H -4.050 -5.596 -1.494
H -1.010 6.188 1.261
C 4.377 -0.713 0.801
H 1.033 2.906 -1.214
H 1.120 -3.754 0.358
```

These are the natural (NBO) partial charges, in e, on atoms 1 to 5: 0.231 0.203 0.156 0.233 -0.637

---

# 6
Formula: C4H13NO2
Source: OMol25
Level of theory: the ωB97M-V functional and the def2-TZVPD basis

Results
* orbital gap (spin up / spin down): 10.5 / 5.4 eV
* net charge: +1
* spin multiplicity: 2
* lowest unoccupied orbital energy (spin up / spin down): -0.1295 / -0.3177 hartree
* energy relative to the best compared isomer or geometry (same formula, charge and spin): 174.5 kJ/mol
* HOMO (spin up / spin down): -14.1 / -14.1 eV
* energy: -9934.34720 eV

XYZ file:
```
20
C4H13NO2, DFT the ωB97M-V functional and the def2-TZVPD basis
H 0.788 -0.115 3.743
H 0.457 -0.267 -1.963
H 0.298 3.312 -0.922
H 0.137 0.435 2.472
C 0.805 1.297 -0.610
H 0.923 -1.818 -0.045
H -1.054 -0.111 0.611
C -0.201 0.306 -1.314
O 0.321 0.654 3.397
C -0.164 -1.975 -0.053
C -0.886 -0.632 -0.325
H -0.371 -2.267 0.979
H 1.735 1.498 -1.111
H -0.790 2.443 0.061
H 0.153 -3.175 -1.552
N 0.150 2.519 -0.313
H 1.097 0.849 0.360
O -0.574 -2.965 -0.948
H -1.897 -0.876 -0.612
H -0.928 0.889 -1.854
```

These are the natural (NBO) partial charges, in e, on atoms 1 to 5: 0.483 0.260 0.421 0.440 -0.280

---

# 7
Formula: C13H22ClI2NOPPr
Source: OMol25
Level of theory: the ωB97M-V functional and the def2-TZVPD basis

Results
* orbital gap (spin up / spin down): 7.3 / 7.4 eV
* net charge: +2
* spin multiplicity: 3
* lowest unoccupied orbital energy (spin up / spin down): -0.2700 / -0.2699 hartree
* energy relative to the best compared isomer or geometry (same formula, charge and spin): 0.0 kJ/mol
* HOMO (spin up / spin down): -14.7 / -14.7 eV
* energy: -69441.86456 eV

XYZ file:
```
42
C13H22ClI2NOPPr, DFT the ωB97M-V functional and the def2-TZVPD basis
H 0.182 -0.473 5.993
C 0.674 -0.069 5.106
H -0.390 -2.595 4.202
H -3.305 0.355 4.489
C 1.249 1.363 -3.140
C 0.446 -0.614 3.828
C -3.011 -2.188 4.214
C -5.509 0.528 -0.170
C -1.052 -0.025 -3.148
H -1.623 0.910 4.309
C -0.619 -1.666 3.660
Cl 4.252 0.657 -0.284
H -3.872 -1.795 4.761
C 2.127 1.606 4.158
H -1.613 0.866 -2.860
C 1.256 -1.416 -3.289
O -6.539 0.060 -0.081
H 0.652 -2.319 -3.144
C 1.510 1.041 5.270
C 1.944 1.033 2.871
C -2.360 0.188 3.958
I -2.838 -1.502 0.142
C 1.147 -0.097 2.736
Pr 2.007 -0.277 0.388
I -2.792 1.161 0.116
H -0.876 -0.043 -4.239
H 2.257 1.595 -2.772
H 0.585 2.213 -2.946
H 1.672 1.464 6.269
H -3.250 -2.352 3.162
H 2.769 2.483 4.260
H -2.663 -3.106 4.694
H -1.648 -0.900 -2.861
H -2.507 0.268 2.875
H -1.670 -1.137 5.322
P 0.552 -0.079 -2.251
H 2.454 1.558 2.034
N -1.916 -1.185 4.327
H 1.184 -1.066 -4.328
H 2.292 -1.629 -3.018
H -0.852 -1.901 2.616
H 1.264 1.094 -4.205
```

These are the natural (NBO) partial charges, in e, on atoms 1 to 5: 0.207 -0.213 0.234 0.237 -0.903

---

# 8
Formula: C20H16ClNO4S
Source: OMol25
Level of theory: the ωB97M-V functional and the def2-TZVPD basis

Results
* orbital gap: 3.0 eV
* spin multiplicity: 1
* lowest unoccupied orbital energy: -0.1121 hartree
* energy relative to the best compared isomer or geometry (same formula, charge and spin): 834.5 kJ/mol
* HOMO: -6.1 eV
* energy: -54029.33457 eV

XYZ file:
```
43
C20H16ClNO4S, DFT the ωB97M-V functional and the def2-TZVPD basis
H 4.287 -1.691 -0.713
H -5.027 -4.934 4.053
H -0.812 -0.333 0.660
S 0.114 -2.222 1.909
H -7.440 0.633 -0.999
C -4.283 -6.656 2.986
O -0.002 -2.031 3.339
C 1.697 -1.436 1.490
Cl -2.630 -1.845 0.967
H -5.777 -3.051 3.186
H -6.673 -1.061 2.896
O 6.046 -0.050 -0.417
H -4.080 -6.910 -0.417
H -4.975 -4.652 -0.277
C 2.139 -0.334 2.235
H 3.701 1.139 2.479
C -6.643 -1.125 1.806
C -6.099 -2.400 -0.201
H -6.537 -1.437 -2.064
H -3.600 -8.225 1.651
C -7.073 -0.185 -0.380
C 3.674 -1.319 0.102
C -7.113 -0.087 1.022
O 5.737 1.397 1.208
H 1.552 0.031 3.075
O 0.212 -3.555 1.362
N 5.363 0.412 0.528
H -4.074 -7.221 3.894
C 3.342 0.286 1.911
C -4.805 -5.195 0.646
C -5.103 -4.602 1.909
C -1.076 -1.308 1.061
C -6.565 -1.345 -0.976
C -5.649 -3.311 2.131
H 2.135 -2.805 -0.129
H -5.742 -3.290 -0.705
C -4.814 -5.381 3.078
C 4.116 -0.207 0.844
C -4.015 -7.221 1.726
C -6.108 -2.321 1.224
C -4.283 -6.482 0.567
H -7.518 0.808 1.497
C 2.468 -1.933 0.430
```

These are the natural (NBO) partial charges, in e, on atoms 1 to 5: 0.251 0.217 0.230 2.145 0.224

---

Number 1 is which compound? C9H14